1.
15
Properties=species:S:1:pos:R:3:forces:R:3 method="wB97M-V/def2-TZVPD" smiles="CC1(C)CC(=O)O1" e_above_lowest_ev=2.107 homo_lumo_gap_ev=11.37 e_homo_ev=-10.63
C -1.031 1.167 -0.597 0.192 0.180 0.283
C -0.099 0.164 0.081 -0.385 -0.159 -0.093
C -0.867 -0.813 0.955 0.003 -0.108 -0.047
C 0.965 -0.388 -0.865 -0.040 -0.268 0.082
C 1.889 -0.467 0.269 -0.017 0.739 0.846
O 2.906 -0.969 0.605 -1.234 0.844 0.267
O 1.015 0.700 0.865 0.839 -1.360 1.422
H -0.481 1.844 -1.258 -0.031 -0.053 0.154
H -1.784 0.644 -1.210 0.330 0.033 0.273
H -1.564 1.759 0.149 -0.002 0.003 -0.040
H -0.177 -1.485 1.474 -0.100 0.042 -0.062
H -1.433 -0.257 1.712 0.114 -0.094 -0.122
H -1.571 -1.412 0.371 0.042 0.063 0.014
H 0.862 -1.138 -1.662 0.206 0.624 0.180
H 1.370 0.653 -0.888 0.082 -0.486 -3.157

***

2.
117
Properties=species:S:1:pos:R:3:forces:R:3 method="wB97M-V/def2-TZVPD" smiles="O=C1OC[C@@H](F)O1.O=C1OC[C@@H](F)O1.O=C1OC[C@@H](F)O1.C[N+](=O)[O-].C[N+](=O)[O-].C[N+](=O)[O-].C[N+](=O)[O-].C[N+](=O)[O-].C[N+](=O)[O-].O=S1(=O)CCCC1.O=S1(=O)CCCC1.O=S1(=O)CCCC1" homo_lumo_gap_ev=10.00 e_homo_ev=-10.18
O 6.701 1.761 -6.068 2.588 3.725 -2.133
C 7.404 2.644 -6.600 -2.421 -2.579 1.275
O 6.962 3.701 -7.362 -2.021 -0.619 0.765
C 7.967 4.672 -7.527 2.111 -1.454 -0.544
C 9.127 3.597 -7.586 0.451 1.788 0.412
F 10.358 4.099 -7.309 -0.243 -0.175 0.219
O 8.749 2.668 -6.585 -0.006 0.020 -0.026
H 7.930 5.246 -8.452 -0.548 -0.504 -0.178
H 7.988 5.406 -6.722 0.288 -0.397 0.377
H 9.199 3.064 -8.534 -0.193 0.181 -0.157
O 5.403 -2.508 7.210 0.622 -2.982 -3.680
C 5.656 -3.367 6.337 -1.742 2.888 4.505
O 6.869 -3.654 5.903 -0.551 -0.526 0.155
C 6.720 -4.913 5.262 3.442 -0.242 -2.310
C 5.305 -5.130 4.932 -1.052 0.922 0.636
F 4.846 -6.319 5.311 -0.070 -1.768 -0.113
O 4.737 -4.246 5.829 -1.052 2.350 0.819
H 7.290 -4.748 4.347 0.251 -0.692 -0.061
H 7.156 -5.734 5.832 -0.152 0.131 0.194
H 4.938 -4.921 3.927 0.294 -0.076 -0.145
O -1.351 13.320 0.467 2.254 -3.255 1.225
C -0.715 12.272 0.655 -2.620 3.417 -0.117
O -0.132 11.605 -0.304 0.960 0.068 -1.380
C 0.242 10.347 0.151 -0.866 -2.712 -0.761
C -0.057 10.306 1.639 0.200 0.590 -1.881
F 1.120 10.201 2.226 1.970 0.114 1.870
O -0.577 11.595 1.827 -1.104 0.234 1.142
H -0.376 9.607 -0.358 -0.278 0.038 -0.173
H 1.250 9.994 -0.063 0.258 0.908 0.082
H -0.624 9.451 2.006 -0.778 0.582 -0.003
C 3.676 -5.783 -4.761 0.143 0.394 -0.203
N 2.741 -6.861 -4.386 -3.028 -2.954 1.175
O 2.836 -8.041 -4.826 0.854 3.240 0.395
O 1.814 -6.587 -3.590 2.121 0.338 -1.431
H 4.280 -6.117 -5.605 0.061 0.014 0.396
H 4.220 -5.473 -3.868 0.313 -0.607 -0.066
H 3.136 -4.867 -5.003 -0.465 -0.422 -0.267
C -2.015 -2.133 6.273 -0.355 -0.242 -0.264
N -3.113 -2.031 7.300 1.939 -1.206 -0.247
O -3.760 -3.052 7.522 0.005 1.682 0.113
O -3.094 -0.964 7.871 -1.367 -0.180 0.561
H -1.091 -1.746 6.703 -0.273 -0.067 0.142
H -2.326 -1.467 5.468 0.124 -0.280 -0.133
H -1.922 -3.181 5.991 -0.071 0.297 -0.182
C -7.771 6.218 -2.110 -0.387 0.873 1.182
N -7.081 5.184 -2.855 0.265 -2.774 -1.613
O -5.860 5.014 -2.758 -2.075 0.544 -0.022
O -7.835 4.516 -3.617 1.884 1.302 1.528
H -7.509 6.329 -1.057 0.892 -0.498 -0.158
H -8.827 5.951 -2.054 0.104 0.470 -0.828
H -7.464 7.147 -2.591 -0.675 0.078 -0.089
C 1.613 3.639 8.831 -0.260 -0.040 0.554
N 2.146 4.939 8.362 0.182 -0.696 -1.395
O 2.978 4.936 7.470 -0.066 -0.192 0.392
O 1.678 5.918 8.862 -0.338 1.196 0.755
H 2.136 3.450 9.768 0.260 -0.423 -0.279
H 1.726 2.887 8.050 0.182 0.132 0.341
H 0.577 3.799 9.132 0.044 0.022 -0.374
C -6.024 5.471 5.671 -0.551 -0.870 0.675
N -5.848 6.431 4.550 1.963 0.885 0.719
O -6.245 7.578 4.701 -0.413 -0.963 -0.384
O -5.066 6.072 3.680 -1.045 0.068 -0.056
H -5.090 4.931 5.831 0.027 0.355 -0.219
H -6.768 4.710 5.437 -0.074 0.237 -0.366
H -6.340 5.969 6.588 0.091 0.288 -0.378
C 10.315 -1.386 -1.622 -0.986 -1.098 -0.815
N 9.908 -0.655 -0.468 -0.499 3.369 2.563
O 10.570 0.353 -0.230 -0.070 -0.519 -0.139
O 8.945 -0.957 0.233 0.677 -0.802 -1.137
H 10.531 -2.362 -1.187 0.613 -0.138 -0.752
H 11.060 -0.804 -2.164 0.173 -0.589 0.397
H 9.412 -1.473 -2.226 0.082 -0.225 -0.125
O 0.900 3.066 0.263 0.473 -0.450 0.565
S 0.740 1.933 1.165 -1.515 0.654 -0.585
O 0.173 2.209 2.489 1.044 -0.860 -1.215
C -0.286 0.753 0.189 0.021 -0.146 2.167
C 0.704 0.031 -0.626 2.318 -0.852 -1.037
C 1.882 -0.423 0.356 -0.441 1.542 -0.248
C 2.314 0.908 1.107 -2.220 -0.318 0.511
H -1.196 1.201 -0.211 0.540 0.341 -0.309
H -0.605 -0.021 0.887 -0.409 0.191 0.472
H 0.231 -0.802 -1.146 0.203 -0.169 0.101
H 1.224 0.624 -1.379 -0.430 0.329 -0.212
H 2.792 -0.800 -0.111 -0.333 -0.069 -0.476
H 1.499 -1.224 0.989 0.122 0.332 0.490
H 2.966 1.596 0.570 0.236 -0.492 -0.014
H 2.562 0.776 2.160 0.384 -0.034 -0.205
O -2.576 -1.870 -7.821 -1.957 -0.577 -0.699
S -3.952 -2.392 -7.862 0.233 -0.533 1.869
O -4.167 -3.851 -7.920 0.164 2.145 -0.358
C -4.883 -1.770 -6.366 -0.684 0.723 -1.029
C -6.365 -1.770 -6.882 1.233 0.027 0.527
C -6.483 -1.200 -8.338 1.602 -2.119 0.673
C -5.089 -1.508 -9.043 0.063 1.786 0.204
H -4.590 -0.768 -6.056 0.373 0.334 -0.869
H -4.725 -2.280 -5.416 0.018 -0.993 -0.582
H -6.649 -2.819 -6.800 -0.681 0.254 -0.066
H -6.899 -1.076 -6.233 -0.429 -0.633 0.185
H -6.730 -0.151 -8.173 0.259 -0.014 -0.931
H -7.242 -1.776 -8.868 -0.249 0.521 0.081
H -4.628 -0.541 -9.242 0.493 0.150 0.611
H -5.062 -1.861 -10.074 -0.430 -1.065 0.388
O -3.436 -6.487 1.740 0.261 0.303 0.370
S -4.344 -7.483 1.242 0.994 -0.095 -1.177
O -4.872 -7.269 -0.104 0.219 -0.773 1.196
C -3.563 -9.147 1.486 -0.652 0.382 0.171
C -4.775 -9.898 2.080 1.053 -1.971 -1.712
C -5.417 -9.059 3.118 -0.969 0.244 0.457
C -5.689 -7.719 2.408 0.451 0.593 0.169
H -2.736 -9.060 2.191 -0.298 0.419 0.367
H -3.063 -9.503 0.586 -0.754 -0.073 -0.299
H -5.468 -10.156 1.279 -0.337 0.694 -0.320
H -4.559 -10.930 2.358 0.604 0.152 0.726
H -4.815 -9.001 4.024 0.414 0.613 -0.225
H -6.304 -9.563 3.503 -0.399 0.265 -0.336
H -5.609 -6.825 3.025 -0.204 -0.153 0.180
H -6.545 -7.610 1.742 -0.377 -0.582 0.445

***

3.
56
Properties=species:S:1:pos:R:3:forces:R:3 method="wB97M-V/def2-TZVPD" smiles=COc1ccc(-n2cc(CNC3CCN(C)CC3)c(-c3cccc(F)c3)n2)cc1 e_above_lowest_ev=0.155 homo_lumo_gap_ev=8.49 e_homo_ev=-7.81
C 8.292 0.419 -0.243 0.127 0.121 0.089
O 7.358 -0.435 -0.858 -0.179 -0.175 -0.130
C 6.071 -0.420 -0.418 -0.206 -0.039 0.019
C 5.191 -1.289 -1.070 0.246 0.197 0.124
C 3.869 -1.353 -0.703 -0.078 0.069 0.124
C 3.384 -0.549 0.330 0.944 0.047 -0.286
N 2.033 -0.639 0.674 -0.883 0.187 0.465
C 1.376 -0.049 1.705 -0.313 -0.174 0.004
C 0.062 -0.450 1.646 0.342 -0.033 -0.035
C -1.041 -0.022 2.565 0.053 0.037 0.113
N -2.321 0.064 1.887 -0.213 0.229 0.380
C -2.606 1.301 1.179 -0.083 -0.033 -0.230
C -1.656 1.502 -0.004 -0.160 0.342 0.048
C -2.104 2.697 -0.854 0.167 -0.081 0.069
N -3.464 2.596 -1.342 -0.050 0.133 -0.079
C -3.633 1.625 -2.403 0.010 0.021 0.059
C -4.378 2.417 -0.232 -0.120 -0.094 0.143
C -4.043 1.216 0.660 0.167 0.303 -0.050
C 0.010 -1.304 0.512 0.517 0.410 0.510
C -1.141 -1.975 -0.080 -0.273 -0.366 -0.405
C -1.256 -2.038 -1.468 0.101 0.049 0.128
C -2.364 -2.616 -2.058 -0.062 -0.034 -0.009
C -3.375 -3.152 -1.277 -0.069 -0.026 0.149
C -3.233 -3.106 0.097 0.102 0.004 -0.040
F -4.207 -3.641 0.871 0.075 0.051 -0.043
C -2.139 -2.533 0.712 -0.060 -0.212 -0.218
N 1.205 -1.387 -0.052 -0.115 -0.409 -0.489
C 4.254 0.318 0.978 -0.418 -0.211 -0.092
C 5.587 0.382 0.609 0.386 -0.038 -0.152
H 9.237 0.235 -0.751 -0.044 0.051 0.069
H 8.015 1.471 -0.364 0.001 -0.037 0.018
H 8.404 0.192 0.822 -0.016 0.018 -0.033
H 5.578 -1.905 -1.866 0.029 -0.087 -0.102
H 3.182 -2.020 -1.199 0.005 -0.057 -0.055
H 1.860 0.597 2.407 0.136 0.147 0.106
H -0.751 0.934 3.037 -0.037 -0.150 0.024
H -1.132 -0.764 3.366 -0.055 0.135 -0.012
H -3.072 -0.109 2.546 0.078 -0.020 -0.029
H -2.514 2.183 1.848 -0.022 -0.084 -0.099
H -0.640 1.677 0.350 0.055 -0.038 -0.056
H -1.653 0.595 -0.608 0.042 -0.064 -0.017
H -1.436 2.813 -1.711 0.018 0.069 0.049
H -2.044 3.610 -0.251 0.092 0.021 -0.025
H -4.661 1.679 -2.759 -0.030 -0.061 -0.072
H -2.970 1.893 -3.224 0.005 -0.057 -0.080
H -3.420 0.588 -2.110 -0.001 -0.061 -0.041
H -5.391 2.317 -0.629 -0.006 0.066 0.052
H -4.338 3.333 0.369 -0.095 -0.011 0.021
H -4.743 1.182 1.498 -0.059 -0.059 0.049
H -4.147 0.287 0.097 -0.011 -0.094 0.004
H -0.468 -1.616 -2.073 0.061 0.064 -0.062
H -2.448 -2.647 -3.134 -0.006 -0.005 -0.081
H -4.253 -3.601 -1.715 -0.093 -0.054 -0.009
H -2.068 -2.530 1.786 -0.030 -0.013 0.119
H 3.907 0.957 1.773 -0.048 0.062 0.072
H 6.235 1.067 1.133 0.076 0.046 0.024

***

4.
75
Properties=species:S:1:pos:R:3:forces:R:3 method="wB97M-V/def2-TZVPD" e_above_lowest_ev=0.000 charge=+4 homo_lumo_gap_ev="4.14 / 4.12" e_homo_ev="-19.21 / -19.20"
Ti 0.297 -0.170 -0.141 -0.896 -0.542 4.547
P 0.636 -2.691 -0.612 0.360 -2.427 -1.422
P 2.692 0.040 0.427 3.186 0.457 0.515
P -2.114 0.265 -0.444 -1.761 0.714 -0.252
H 1.539 4.881 -0.599 -0.593 -0.122 0.540
C 0.587 4.830 -0.032 0.064 0.504 0.047
C 0.534 4.619 1.294 -0.146 -0.394 -0.640
H 1.448 4.422 1.872 -0.500 0.169 -0.174
C 1.604 -2.761 -2.195 -0.418 0.374 -0.110
C 1.457 -4.057 0.346 0.576 0.624 1.163
C -0.882 -3.681 -1.012 -0.680 0.921 -0.008
C 2.929 1.628 1.296 -0.715 0.427 0.210
C 3.464 -1.156 1.588 -0.450 -0.503 0.240
C 4.026 0.122 -0.821 -0.434 -0.078 -0.710
C -2.351 1.747 0.587 0.293 0.123 0.627
C -3.310 -1.011 0.002 0.104 -0.447 0.523
C -2.758 0.821 -2.022 0.603 0.171 -0.598
H -0.299 5.166 -0.604 0.467 -0.429 0.435
H -0.432 4.632 1.829 0.675 0.178 -0.207
H 0.875 -2.951 -2.989 0.185 -0.054 -0.023
H 2.317 -3.595 -2.137 -0.199 0.226 -0.009
H 2.140 -1.846 -2.465 0.059 -0.112 0.186
H 1.017 -5.032 0.088 -0.098 0.542 -0.191
H 1.299 -3.905 1.419 0.126 -0.167 -0.075
H 2.535 -4.122 0.146 -0.301 0.280 0.085
H -0.613 -4.733 -1.209 0.144 0.591 -0.016
H -1.394 -3.258 -1.890 0.040 -0.185 0.283
H -1.560 -3.657 -0.145 0.161 -0.106 -0.281
H 3.967 1.955 1.171 -0.166 -0.197 0.039
H 2.702 1.510 2.363 0.024 0.055 -0.265
H 2.276 2.408 0.890 0.112 0.017 0.062
H 4.552 -1.145 1.420 -0.359 0.105 -0.005
H 3.096 -2.174 1.411 0.213 0.167 0.071
H 3.265 -0.897 2.634 0.038 -0.011 -0.381
H 4.862 0.690 -0.381 -0.327 -0.274 -0.185
H 3.658 0.637 -1.717 0.350 -0.033 0.076
H 4.364 -0.889 -1.086 -0.096 0.312 0.008
H -3.356 2.132 0.406 0.026 0.069 -0.198
H -1.609 2.522 0.358 -0.178 -0.029 -0.198
H -2.265 1.511 1.652 0.011 0.094 -0.406
H -4.299 -0.699 -0.355 0.204 -0.096 0.010
H -3.296 -1.120 1.089 -0.206 -0.164 -0.449
H -3.030 -1.970 -0.453 -0.261 0.258 -0.017
H -3.775 1.186 -1.862 0.022 -0.017 0.043
H -2.780 0.016 -2.755 -0.031 -0.021 -0.063
H -2.126 1.628 -2.401 -0.416 -0.110 -0.028
C 0.213 1.577 -3.455 0.105 0.005 -1.429
C 0.883 0.685 -4.307 -0.398 0.267 0.324
C 0.584 0.719 -5.670 -0.174 -0.115 -0.050
C -0.383 1.616 -6.157 0.002 0.140 0.208
C -0.924 2.597 -5.314 0.315 0.088 0.133
C -0.563 2.635 -3.964 -0.300 -0.235 1.163
O 0.235 1.349 -2.037 1.064 -2.242 1.645
H 0.361 0.333 -1.935 -0.169 1.828 -2.764
H 1.622 -0.007 -3.895 -0.247 0.013 -0.184
H 1.047 -0.001 -6.354 -0.114 0.372 0.332
H -0.711 1.567 -7.198 0.229 0.009 0.326
H -1.645 3.330 -5.692 0.458 -0.237 0.092
H -0.901 3.423 -3.255 -0.015 -0.652 -0.760
C 1.101 -1.190 4.336 0.785 -0.063 0.392
N -0.306 -0.920 4.051 0.456 -0.024 -0.616
C -1.153 -1.138 5.115 -0.741 0.259 -0.306
C -2.480 -0.893 4.984 -0.053 -0.157 0.901
C -2.924 -0.421 3.737 -1.718 0.621 -0.339
N -2.104 -0.390 2.675 1.712 0.291 -0.377
C -0.795 -0.556 2.823 -2.234 -0.291 2.327
O 0.028 -0.337 1.829 0.808 -0.119 -3.108
N -4.187 0.037 3.565 1.099 -0.378 -0.658
H 1.442 -2.110 3.855 -0.121 0.088 -0.028
H 1.163 -1.332 5.424 0.295 0.062 -0.526
H 1.761 -0.360 4.067 -0.360 -0.042 0.009
H -0.670 -1.472 6.034 -0.346 0.109 -0.269
H -3.198 -0.989 5.804 0.510 -0.088 -0.151
H -4.867 -0.001 4.307 -0.038 -0.029 0.178
H -4.518 0.400 2.663 0.378 -0.339 0.738

***

Calculated electronic energy (eV), listed in the same order as above: -9407.7252; -133684.0307; -35013.9526; -83032.5428